292
Properties=species:S:1:pos:R:3 method="wB97M-V/def2-TZVPD" lumo_ev=-12.906 total_energy_ev=-181678.388 homo_ev=-15.39 total_charge=+10 homo_lumo_gap_ev=2.485
C -1.56 -9.69 -10.41
C -0.15 -9.51 -9.78
C 0.16 -8.01 -9.51
N 1.62 -7.73 -9.00
C 2.06 -8.74 -7.91
C 2.60 -7.88 -10.22
C 3.85 -7.06 -9.85
C 3.28 -5.93 -8.96
C 1.83 -6.27 -8.54
H -1.36 -10.54 -11.07
H -1.90 -8.86 -11.03
H -2.46 -9.83 -9.81
H 0.61 -10.01 -10.38
H -0.23 -10.06 -8.84
H -0.44 -7.54 -8.73
H 0.06 -7.33 -10.35
H 3.09 -8.42 -7.75
H 2.04 -9.76 -8.28
H 1.45 -8.55 -7.03
H 2.95 -8.90 -10.39
H 2.08 -7.61 -11.14
H 4.78 -7.59 -9.63
H 4.16 -6.66 -10.82
H 3.85 -5.77 -8.04
H 3.32 -4.94 -9.41
H 1.61 -5.99 -7.51
H 1.16 -5.63 -9.12
C -0.34 0.75 0.37
C -0.09 -0.65 -0.15
C 1.07 -1.38 0.63
N 1.45 -2.84 0.16
C 2.24 -2.67 -1.18
C 0.27 -3.84 0.16
C 0.48 -4.81 1.27
C 1.55 -4.16 2.15
C 2.42 -3.41 1.20
H -0.88 1.33 -0.38
H 0.60 1.26 0.58
H -0.93 0.65 1.28
H 0.13 -0.64 -1.22
H -1.02 -1.21 -0.21
H 0.78 -1.52 1.68
H 2.03 -0.87 0.72
H 3.14 -2.07 -1.01
H 1.46 -2.22 -1.80
H 2.54 -3.64 -1.59
H 0.18 -4.36 -0.80
H -0.61 -3.26 0.42
H 0.72 -5.82 0.95
H -0.42 -4.92 1.88
H 2.07 -4.95 2.69
H 1.25 -3.43 2.90
H 3.07 -4.12 0.69
H 3.08 -2.62 1.57
C 4.26 7.19 4.83
C 5.20 7.45 3.68
C 5.18 6.39 2.59
N 6.09 6.60 1.32
C 5.73 7.97 0.78
C 6.02 5.47 0.28
C 6.98 4.41 0.80
C 7.93 5.11 1.79
C 7.58 6.63 1.63
H 4.46 7.70 5.78
H 4.15 6.12 4.94
H 3.31 7.48 4.39
H 6.20 7.60 4.10
H 4.90 8.43 3.31
H 4.21 6.09 2.20
H 5.57 5.47 3.02
H 4.66 8.09 0.62
H 6.32 8.07 -0.13
H 6.08 8.72 1.49
H 6.34 5.97 -0.64
H 5.01 5.07 0.27
H 7.50 4.09 -0.10
H 6.43 3.64 1.33
H 8.96 5.02 1.47
H 7.79 4.79 2.83
H 8.09 7.15 0.82
H 7.79 7.10 2.60
C 8.82 -6.17 6.08
C 9.47 -5.50 4.86
C 10.38 -4.30 5.29
N 11.18 -3.60 4.15
C 10.34 -3.36 2.91
C 11.78 -2.24 4.64
C 13.11 -2.65 5.25
C 13.67 -3.62 4.33
C 12.41 -4.39 3.76
H 9.39 -6.41 6.98
H 8.12 -6.99 5.96
H 8.18 -5.40 6.51
H 8.70 -5.33 4.11
H 10.10 -6.33 4.52
H 11.00 -4.51 6.16
H 9.67 -3.50 5.50
H 11.03 -2.95 2.18
H 9.62 -2.57 3.13
H 9.82 -4.29 2.66
H 11.89 -1.55 3.81
H 11.15 -1.70 5.35
H 13.75 -1.79 5.44
H 12.98 -3.11 6.22
H 14.11 -3.10 3.48
H 14.43 -4.30 4.73
H 12.56 -4.47 2.68
H 12.37 -5.41 4.15
C 10.65 -5.03 -4.69
N 11.56 -4.31 -5.71
C 12.67 -3.57 -4.83
C 12.43 -5.38 -6.37
C 10.97 -3.34 -6.77
C 10.24 -2.07 -6.25
O 9.27 -2.27 -5.29
H 9.76 -5.42 -5.17
H 10.32 -4.24 -4.03
H 11.19 -5.74 -4.07
H 13.34 -2.96 -5.43
H 13.37 -4.19 -4.27
H 12.14 -2.94 -4.12
H 12.79 -6.08 -5.61
H 13.21 -4.87 -6.92
H 11.77 -5.84 -7.11
H 10.33 -3.92 -7.44
H 11.86 -3.06 -7.34
H 9.83 -1.55 -7.11
H 10.88 -1.28 -5.84
H 8.72 -1.49 -5.31
C -8.64 -4.65 -2.19
N -8.89 -6.09 -1.70
C -9.20 -6.02 -0.21
C -10.07 -6.51 -2.48
C -7.67 -7.02 -1.88
C -6.51 -6.85 -0.95
O -6.78 -7.38 0.34
H -8.37 -4.82 -3.23
H -7.91 -4.11 -1.59
H -9.59 -4.12 -2.12
H -8.32 -5.56 0.24
H -9.45 -6.99 0.22
H -10.03 -5.32 -0.13
H -10.86 -5.78 -2.32
H -10.49 -7.42 -2.07
H -9.84 -6.46 -3.55
H -7.20 -6.89 -2.85
H -7.99 -8.07 -1.90
H -6.12 -5.84 -0.86
H -5.71 -7.41 -1.43
H -6.21 -8.13 0.51
C -6.85 8.15 4.75
N -6.81 6.58 4.58
C -5.53 6.07 5.27
C -8.00 5.99 5.29
C -6.65 6.09 3.10
C -7.49 6.92 2.09
O -8.82 6.63 2.41
H -5.98 8.52 4.21
H -6.66 8.40 5.79
H -7.79 8.63 4.51
H -4.61 6.49 4.87
H -5.60 4.98 5.18
H -5.68 6.41 6.29
H -8.92 6.44 4.93
H -8.04 6.23 6.35
H -8.01 4.94 5.00
H -6.93 5.04 3.16
H -5.59 6.20 2.85
H -7.19 6.45 1.15
H -7.27 7.98 2.04
H -8.93 5.68 2.32
C -11.14 3.58 -11.32
C -9.91 4.26 -10.76
C -9.83 4.52 -9.17
C -9.42 3.25 -8.42
N -8.95 3.55 -6.99
C -7.57 4.31 -6.86
C -6.70 3.60 -5.79
C -7.62 2.54 -5.21
C -8.58 2.23 -6.28
C -10.03 4.23 -6.13
H -11.22 2.57 -10.92
H -11.24 3.73 -12.39
H -11.91 4.23 -10.90
H -9.79 5.20 -11.31
H -9.01 3.71 -11.04
H -10.79 4.89 -8.80
H -9.11 5.31 -8.97
H -8.52 2.90 -8.93
H -10.23 2.52 -8.46
H -7.78 5.34 -6.56
H -7.10 4.17 -7.83
H -6.34 4.34 -5.07
H -5.81 3.04 -6.07
H -8.15 2.84 -4.30
H -7.21 1.58 -4.90
H -9.53 1.83 -5.93
H -8.06 1.57 -6.97
H -9.55 4.40 -5.16
H -10.91 3.58 -6.13
H -10.31 5.14 -6.65
C 1.34 -3.21 10.71
C 0.31 -2.19 11.19
C 0.87 -0.79 10.92
C 0.24 0.27 11.93
N 0.64 1.75 11.62
C -0.07 2.61 12.69
C 0.89 2.51 13.93
C 2.28 2.66 13.28
C 2.12 1.91 11.92
C 0.25 2.29 10.21
H 2.23 -3.38 11.31
H 1.72 -2.96 9.73
H 0.93 -4.22 10.60
H 0.17 -2.29 12.26
H -0.70 -2.34 10.80
H 0.78 -0.51 9.87
H 1.92 -0.89 11.16
H 0.51 0.07 12.96
H -0.84 0.16 11.89
H -0.08 3.66 12.38
H -1.03 2.17 12.96
H 0.71 3.24 14.72
H 0.76 1.55 14.43
H 2.52 3.71 13.18
H 3.10 2.34 13.92
H 2.57 2.46 11.09
H 2.67 0.97 11.92
H -0.78 2.07 9.93
H 0.90 1.75 9.51
H 0.45 3.36 10.26
C 1.61 14.13 -10.34
C 0.71 12.89 -10.23
C 0.15 12.76 -8.80
C -0.65 11.52 -8.41
N -0.69 11.20 -6.85
C -1.60 9.94 -6.60
C -0.63 8.75 -6.33
C 0.75 9.28 -6.62
C 0.67 10.75 -6.22
C -1.32 12.34 -5.98
H 2.30 14.13 -11.19
H 2.26 14.28 -9.48
H 1.03 15.03 -10.56
H 1.26 11.98 -10.48
H -0.10 12.96 -10.95
H -0.33 13.66 -8.42
H 1.05 12.64 -8.20
H -0.30 10.59 -8.87
H -1.66 11.61 -8.80
H -2.26 10.15 -5.76
H -2.18 9.86 -7.52
H -0.67 8.55 -5.26
H -0.88 7.82 -6.84
H 1.49 8.69 -6.09
H 1.01 9.11 -7.67
H 0.56 10.96 -5.15
H 1.49 11.39 -6.54
H -1.27 11.98 -4.95
H -2.36 12.54 -6.23
H -0.64 13.18 -6.15
C -4.64 -3.14 6.59
C -5.93 -3.60 5.84
C -6.82 -4.45 6.82
C -6.25 -5.72 7.43
N -7.06 -6.27 8.64
C -6.38 -7.40 9.34
C -6.79 -8.61 8.47
C -8.25 -8.44 8.34
C -8.42 -6.92 8.19
C -7.24 -5.19 9.72
H -4.89 -2.82 7.60
H -4.29 -2.33 5.95
H -3.92 -3.95 6.58
H -5.55 -4.03 4.91
H -6.51 -2.72 5.55
H -7.74 -4.75 6.33
H -7.15 -3.66 7.49
H -5.31 -5.51 7.94
H -6.11 -6.56 6.76
H -6.78 -7.54 10.35
H -5.30 -7.52 9.31
H -6.63 -9.57 8.95
H -6.21 -8.58 7.55
H -8.76 -8.77 9.25
H -8.72 -8.96 7.50
H -9.12 -6.59 8.96
H -8.74 -6.68 7.18
H -6.32 -4.64 9.94
H -7.63 -5.58 10.66
H -7.98 -4.49 9.34
Br 6.09 -9.19 -1.62